Entry from the OMol25 dataset: the molecule C6H10 (ωB97M-V with the def2-TZVPD basis set).

ORCA input file:
```
! wB97M-V def2-TZVPD RIJCOSX def2/J DEFGRID3
* xyz 0 1
C -1.440 -0.329 1.499
C -0.456 -0.539 0.371
C -0.567 -1.253 -0.753
C 0.678 -0.720 -1.412
C 0.888 0.068 -0.081
C 0.906 1.576 -0.105
H -1.893 0.673 1.481
H -2.275 -1.037 1.404
H -1.012 -0.459 2.499
H -1.302 -1.976 -1.085
H 1.456 -1.453 -1.661
H 0.501 -0.094 -2.298
H 1.806 -0.281 0.419
H 1.760 1.944 -0.686
H -0.031 1.962 -0.526
H 0.981 1.918 0.934
*
```

For the frontier orbital gap, the calculation gives 10.15 eV. The total energy comes out at -234.5611 Ha. The maximum force is 0.51 eV/Å. The value obtained for the energy above the lowest of the compared OMol25 structures with the same formula, charge and spin is 26.0 kcal per mole. The calculation puts the HOMO energy at -9.0 eV.